9
Properties=species:S:1:pos:R:3 method="wB97M-V/def2-TZVPD" total_charge=+1 de_lowest_kj_mol=165.8 total_energy_ha=-685.08134 orbital_gap_ev=9.624
C 0.76184 -1.16262 0.63723
N 1.78607 -0.70751 0.12487
N -0.94335 0.44459 -0.37441
O -0.24584 -1.31794 1.14001
Cl 2.75549 0.75284 -0.07315
H -0.50030 0.88276 0.43367
H -1.69482 -0.10139 -0.11803
H -0.44866 -0.00949 -1.08177
H -1.47043 1.21878 -0.68842